Density functional theory data (ωB97M-V/def2-TZVPD) for a molecular structure, C7H4CoO5.

ORCA input file:
```
! wB97M-V def2-TZVPD RIJCOSX def2/J DEFGRID3
* xyz 3 5
Co 0.002 0.323 1.670
C 0.024 0.730 3.429
O 0.039 1.007 4.538
C -0.005 1.966 1.147
O -0.007 3.109 0.940
C -1.735 0.259 1.448
O -2.881 0.265 1.455
C 1.732 0.257 1.403
O 2.877 0.262 1.381
C -0.008 -1.359 -3.422
H 0.924 -1.914 -3.304
H -0.936 -1.914 -3.281
C -0.011 -0.056 -3.734
H -0.943 0.499 -3.858
H 0.918 0.498 -3.881
O 0.006 -2.520 2.183
C 0.003 -1.411 1.888
*
```

Properties
- energy (hartree) = -2026.557925
- LUMO level (spin up / spin down) (eV) = -12.82 / -17.29
- frontier orbital gap (spin up / spin down) (eV) = 8.5 / 7.8

Atomic partial charges in e from the natural (NBO) method, atoms 1 to 4:
1. Co 0.751
2. C 0.477
3. O -0.158
4. C 0.418